A cluster of 10 separate species, C42H69FIN10O8P in total in a non-equilibrium geometry, computed with ωB97M-V/def2-TZVPD.

Values from the calculation:
Structure (SMILES): COCCCCCCCCCCC[N@@+]1(C(=O)[O-])[C@@H](CCOC(C)=O)[C@@H](F)[C@H]([PH2]=O)[C@]1(I)CCOC=O.CC#N.CC#N.CC#N.CC#N.CC#N.CC#N.CC#N.CC#N.CC#N
E_tot in Eh: -3530.05055
Kohn-Sham gap in eV: 9.07
HOMO level in eV: -9.50
Net charge: 0

Each line ends with the Mulliken charge.
Positions of all 132 atoms, in Å:
C: 7.368 -3.888 -0.841  -0.700
O: 8.206 -3.144 0.028  -0.457
C: 7.614 -1.944 0.476  -0.690
C: 7.169 -0.992 -0.627  -0.644
C: 7.119 0.465 -0.120  -0.195
C: 5.692 0.961 0.153  -0.680
C: 5.713 2.082 1.188  -0.523
C: 4.326 2.570 1.653  -1.022
C: 3.220 2.450 0.608  -0.289
C: 1.853 2.796 1.215  -1.012
C: 0.672 2.296 0.387  -0.955
C: -0.571 1.948 1.233  -0.573
C: -1.191 0.664 0.721  -1.217
N: -2.501 0.285 1.335  2.072
C: -2.237 0.282 2.978  0.263
O: -3.201 0.702 3.567  -0.650
O: -1.193 -0.159 3.250  -0.534
C: -3.648 1.220 1.069  -0.305
C: -3.829 1.889 -0.316  -0.800
C: -3.000 3.121 -0.654  -1.217
O: -1.788 2.872 -1.376  -0.204
C: -1.923 2.815 -2.739  0.505
C: -1.842 1.448 -3.343  -0.803
O: -2.065 3.818 -3.382  -0.549
C: -4.905 0.358 1.320  0.941
F: -5.689 0.246 0.173  -0.534
C: -4.417 -1.060 1.616  -0.675
P: -4.915 -1.689 3.255  0.712
O: -6.108 -2.567 3.136  -0.832
C: -2.976 -1.120 1.044  -0.782
I: -3.114 -1.540 -1.110  0.204
C: -2.065 -2.218 1.592  -0.763
C: -2.409 -3.650 1.238  -1.336
O: -3.824 -3.848 1.349  -0.215
C: -4.376 -4.741 0.512  0.068
O: -3.827 -5.721 0.102  -0.508
H: 7.561 -4.945 -0.662  0.348
H: 6.310 -3.705 -0.644  0.293
H: 7.589 -3.661 -1.879  0.208
H: 6.754 -2.170 1.123  0.298
H: 8.351 -1.456 1.115  0.373
H: 6.166 -1.253 -0.964  0.426
H: 7.837 -1.072 -1.486  0.384
H: 7.707 0.547 0.792  -0.041
H: 7.578 1.139 -0.842  0.435
H: 5.097 0.130 0.536  0.339
H: 5.288 1.358 -0.777  0.281
H: 6.224 1.691 2.073  0.306
H: 6.331 2.917 0.858  0.359
H: 4.049 1.978 2.531  0.384
H: 4.393 3.602 1.994  0.258
H: 3.161 1.424 0.248  0.404
H: 3.449 3.151 -0.198  0.141
H: 1.843 2.376 2.224  0.479
H: 1.812 3.879 1.351  0.400
H: 0.384 3.094 -0.295  0.201
H: 0.972 1.438 -0.218  0.528
H: -1.265 2.784 1.279  0.400
H: -0.218 1.797 2.252  0.879
H: -0.487 -0.139 0.911  0.553
H: -1.329 0.709 -0.358  -0.091
H: -3.650 2.054 1.760  0.768
H: -3.793 1.203 -1.157  -0.179
H: -4.850 2.268 -0.283  0.526
H: -2.773 3.726 0.221  0.352
H: -3.617 3.760 -1.291  0.626
H: -2.810 1.165 -3.749  0.239
H: -1.494 0.713 -2.625  0.193
H: -1.124 1.468 -4.160  0.493
H: -5.526 0.687 2.149  0.038
H: -4.991 -1.727 0.978  0.848
H: -3.853 -2.344 3.895  -0.018
H: -5.199 -0.541 3.996  -0.081
H: -1.041 -2.049 1.261  0.395
H: -2.017 -2.144 2.672  0.556
H: -1.917 -4.289 1.974  0.444
H: -2.031 -3.987 0.276  0.479
H: -5.399 -4.466 0.239  0.446
C: 6.952 -4.194 -5.725  -0.925
C: 6.322 -3.689 -4.516  0.413
N: 5.818 -3.291 -3.566  -0.369
H: 6.206 -4.296 -6.511  0.315
H: 7.728 -3.506 -6.053  0.327
H: 7.394 -5.169 -5.530  0.270
C: 11.226 -0.202 1.582  -0.858
C: 10.436 1.012 1.442  0.450
N: 9.790 1.952 1.332  -0.352
H: 11.286 -0.484 2.631  0.267
H: 10.760 -1.012 1.022  0.244
H: 12.231 -0.036 1.199  0.326
C: -9.126 -0.278 2.707  -0.388
C: -8.274 0.884 2.908  0.399
N: -7.581 1.785 3.067  -0.509
H: -8.547 -1.191 2.845  0.204
H: -9.949 -0.264 3.419  0.378
H: -9.534 -0.268 1.699  -0.075
C: 8.985 4.974 2.837  -0.881
C: 7.555 5.060 2.584  0.421
N: 6.431 5.128 2.374  -0.388
H: 9.309 5.834 3.420  0.339
H: 9.207 4.060 3.383  0.240
H: 9.523 4.951 1.892  0.265
C: -2.686 6.389 -4.916  -0.542
C: -3.514 7.435 -5.500  0.224
N: -4.170 8.254 -5.961  -0.361
H: -3.049 6.130 -3.926  0.148
H: -2.712 5.499 -5.540  0.261
H: -1.657 6.733 -4.834  0.279
C: -10.836 -0.712 -1.424  -0.705
C: -11.144 -1.573 -0.291  0.339
N: -11.386 -2.250 0.602  -0.381
H: -11.704 -0.106 -1.673  0.271
H: -10.003 -0.056 -1.177  0.239
H: -10.567 -1.320 -2.285  0.274
C: -6.853 -0.688 6.581  -0.302
C: -7.730 0.091 7.443  0.149
N: -8.423 0.704 8.119  -0.369
H: -7.336 -0.870 5.623  0.008
H: -5.924 -0.143 6.414  0.194
H: -6.626 -1.644 7.048  0.343
C: -4.555 -2.568 -5.534  -0.865
C: -3.313 -2.032 -4.998  0.441
N: -2.331 -1.617 -4.575  -0.398
H: -4.633 -3.627 -5.295  0.283
H: -5.403 -2.042 -5.100  0.255
H: -4.574 -2.445 -6.615  0.333
C: 2.496 -5.325 -3.030  -0.716
C: 3.072 -6.061 -4.145  0.350
N: 3.548 -6.622 -5.023  -0.408
H: 2.242 -4.316 -3.348  0.242
H: 1.597 -5.828 -2.679  0.329
H: 3.218 -5.267 -2.218  0.201